1.
Computed, not measured: a 4-piece molecular cluster, CH11NO4 overall in a non-equilibrium geometry, with ωB97M-V/def2-TZVPD.

Calculated values
ΔE to the lowest compared entry with this formula, charge and spin = 10.3 kcal/mol
Kohn-Sham gap = 10.59 eV
E = -400.40520 Eh

Positions of all 17 atoms, in Å:
O: -1.54164 1.31792 1.95879
C: 0.27477 -1.45506 -1.54799
H: -0.77010 2.59782 -1.51199
H: -0.20492 1.31049 -0.89603
O: 1.36729 -0.57360 -1.25891
N: -0.55542 -1.84283 -0.44009
O: -0.81750 2.03156 -0.74877
H: 1.53793 -0.54202 -0.30107
H: 0.75762 -2.36307 -1.91643
H: -0.89679 -1.05928 0.10427
O: 1.64504 0.27617 1.66997
H: -0.35076 -1.04802 -2.33495
H: 2.20767 0.72863 2.30543
H: -2.29690 0.80014 1.65115
H: -0.01568 -2.40539 0.20753
H: 0.75944 0.64210 1.90288
H: -1.10007 1.58446 1.15622

2.
Computed, not measured: a 5-piece molecular cluster, CH11NO4 overall in a non-equilibrium geometry, with ωB97M-V/def2-TZVPD.

Calculated values
ΔE to the lowest compared entry with this formula, charge and spin = 49.4 kcal/mol
Kohn-Sham gap = 9.72 eV
E = -400.34277 Eh

Positions of all 17 atoms, in Å:
O: -3.36201 -4.05981 1.92732
H: -2.31100 2.09279 0.39771
O: -1.05329 -0.07069 1.24917
H: 6.02063 -0.23438 -1.94518
H: -1.67941 3.44757 0.62689
H: -2.99399 -0.70101 -1.06045
H: -0.78812 0.86151 1.22548
H: 4.42839 0.86120 -1.47496
N: 5.72931 1.58367 -2.87518
O: -1.52204 2.51109 0.78160
H: -2.42869 -0.12393 0.23376
H: -3.22654 -4.14035 2.87540
C: 5.41177 0.65541 -2.11823
O: -2.72558 0.14099 -0.67153
H: 5.47367 2.54944 -2.87023
H: -1.31124 -0.45414 2.08645
H: -3.66188 -4.91934 1.61198

3.
Computed, not measured: a 5-piece molecular cluster, CH11O5 overall in a non-equilibrium geometry, with ωB97M-V/def2-TZVPD.

Calculated values
ΔE to the lowest compared entry with this formula, charge and spin = 3.6 kcal/mol
Kohn-Sham gap (spin up / spin down) = 10.96 / 6.83 eV
2S+1 = 2
E = -420.78621 Eh
⟨S²⟩ = 0.754

Positions of all 17 atoms, in Å:
H: 2.05170 1.11861 0.77781
O: -0.31745 1.60887 3.41472
H: 0.94808 -0.86013 -1.81124
O: 1.74753 -1.02253 -2.36067
O: -2.02926 -2.43070 0.49257
H: -1.35453 0.83616 -2.28647
O: 1.12699 0.99120 0.98968
H: -1.66011 -1.54837 0.37445
H: -1.11958 1.93898 3.01630
H: 0.34843 1.46657 2.73309
H: 1.91639 -1.96898 -2.27219
C: -0.45004 0.98073 -1.66788
O: -0.14591 -0.12318 -0.93358
H: 0.32624 1.17517 -2.42113
H: 0.70713 0.51447 0.22915
H: -0.60761 1.92177 -1.12482
H: -2.27654 -2.67425 -0.40155

4.
Computed, not measured: CH12InO9 as an isolated structure in a non-equilibrium geometry, with ωB97M-V/def2-TZVPD.

Calculated values
ΔE to the lowest compared entry with this formula, charge and spin = 26.2 kcal/mol
total charge = +1
Kohn-Sham gap = 6.14 eV
E = -912.29491 Eh

Positions of all 23 atoms, in Å:
In: 0.20535 0.21643 -0.05148
H: 2.83835 -0.46357 -0.63248
H: -2.39465 0.03943 -2.73248
H: -2.36465 0.62043 1.16452
H: 1.16735 -2.28957 1.30452
H: 0.51735 -2.30857 -1.02048
H: -0.03265 -2.12457 2.14352
O: 1.01135 3.33443 -1.16448
O: 0.67335 0.92943 1.86552
O: 2.26135 -0.21757 0.13452
O: -1.89665 0.14643 -1.99048
O: -0.47565 2.01743 -0.26348
H: 1.51035 0.74243 2.35052
H: -0.00465 0.94143 2.47452
O: 0.07335 -1.49357 -1.20448
H: 2.85935 0.04343 0.87852
H: -2.35065 -0.80957 0.80352
C: 0.39535 2.24943 -1.21848
H: -0.66965 -1.55157 -1.82048
H: -2.58665 0.62943 -1.43848
O: 0.32535 -1.78657 1.38552
O: 0.78735 1.17243 -1.67448
O: -1.84965 -0.03757 0.70652

Copy entry 3 word for word.
Computed, not measured: a 5-piece molecular cluster, CH11O5 overall in a non-equilibrium geometry, with ωB97M-V/def2-TZVPD.

Calculated values
ΔE to the lowest compared entry with this formula, charge and spin = 3.6 kcal/mol
Kohn-Sham gap (spin up / spin down) = 10.96 / 6.83 eV
2S+1 = 2
E = -420.78621 Eh
⟨S²⟩ = 0.754

Positions of all 17 atoms, in Å:
H: 2.05170 1.11861 0.77781
O: -0.31745 1.60887 3.41472
H: 0.94808 -0.86013 -1.81124
O: 1.74753 -1.02253 -2.36067
O: -2.02926 -2.43070 0.49257
H: -1.35453 0.83616 -2.28647
O: 1.12699 0.99120 0.98968
H: -1.66011 -1.54837 0.37445
H: -1.11958 1.93898 3.01630
H: 0.34843 1.46657 2.73309
H: 1.91639 -1.96898 -2.27219
C: -0.45004 0.98073 -1.66788
O: -0.14591 -0.12318 -0.93358
H: 0.32624 1.17517 -2.42113
H: 0.70713 0.51447 0.22915
H: -0.60761 1.92177 -1.12482
H: -2.27654 -2.67425 -0.40155